(1)
# C3H6O2

A cluster of 2 separate species, C3H6O2 in total (ωB97M-V with the def2-TZVPD basis set, OMol25).

## Properties
LUMO = 0.771 eV
HOMO = -9.96 eV
HOMO-LUMO gap = 0.3945 Ha

Geometry (Å):
C -0.22 0.06 -0.51
C 0.82 0.24 0.44
C -1.66 -0.18 0.00
O 0.50 1.27 -0.27
O 2.54 -0.56 -0.19
H -0.09 -0.48 -1.40
H 0.67 0.17 1.53
H -1.69 0.56 0.84
H -1.72 -1.07 0.61
H -2.39 -0.18 -0.78
H 3.23 0.17 -0.28

***

(2)
# C3H6O2

A cluster of 2 separate species, C3H6O2 in total (ωB97M-V with the def2-TZVPD basis set, OMol25).

## Properties
LUMO = 0.687 eV
HOMO = -9.97 eV
HOMO-LUMO gap = 0.3916 Ha

Geometry (Å):
C 1.24 0.50 -1.89
C 0.52 0.87 -0.86
O 0.75 1.89 0.05
H 0.97 -0.42 -2.37
H 2.01 1.12 -2.35
H -0.28 0.21 -0.51
H 1.61 1.67 0.46
C -1.69 -1.46 1.87
O -2.82 -1.84 1.94
H -0.84 -2.00 2.31
H -1.45 -0.52 1.35

***

(3)
# C3H6O2

The molecule C3H6O2 (ωB97M-V with the def2-TZVPD basis set, OMol25).

## Properties
LUMO = 0.965 eV
HOMO = -10.07 eV
HOMO-LUMO gap = 0.4056 Ha

Geometry (Å):
O 1.32 1.46 0.34
C 1.06 0.57 -0.44
C 0.50 -0.76 0.03
C -0.99 -0.38 0.25
O -1.16 0.95 -0.21
H 1.15 0.73 -1.53
H 0.63 -1.56 -0.71
H 1.02 -1.04 0.96
H -1.66 -1.02 -0.34
H -1.29 -0.45 1.30
H -0.58 1.51 0.35

***

(4)
# C3H6O2

A cluster of 2 separate species, C3H6O2 in total (ωB97M-V with the def2-TZVPD basis set, OMol25).

## Properties
LUMO = 0.342 eV
HOMO = -9.14 eV
HOMO-LUMO gap = 0.3486 Ha

Geometry (Å):
O 1.07 -2.98 -0.62
C 0.52 -2.05 0.13
C -0.38 1.65 0.75
C -0.55 1.23 -0.68
O -1.41 1.63 -1.43
H 1.70 -2.54 -1.22
H -0.37 0.76 1.38
H -0.17 -2.66 0.76
H 0.59 2.15 0.88
H -1.19 2.33 1.05
H 0.19 0.47 -1.02

***

(5)
# C3H6O2

The molecule C3H6O2 (ωB97M-V with the def2-TZVPD basis set, OMol25).

## Properties
LUMO = 0.801 eV
HOMO = -9.99 eV
HOMO-LUMO gap = 0.3966 Ha

Geometry (Å):
O -2.26 -0.30 0.11
C -1.39 0.52 0.08
C 0.04 0.32 0.49
C 0.92 -0.40 -0.50
O 2.26 -0.28 -0.02
H -1.59 1.47 -0.47
H 0.53 1.24 0.80
H 0.04 -0.33 1.36
H 0.64 -1.45 -0.63
H 0.91 0.10 -1.48
H 2.85 -0.30 -0.78

***

(6)
# C3H6O2

The molecule C3H6O2 (ωB97M-V with the def2-TZVPD basis set, OMol25).

## Properties
LUMO = 0.947 eV
HOMO = -9.26 eV
HOMO-LUMO gap = 0.3752 Ha

Geometry (Å):
C 0.60 -0.79 1.20
C -0.37 -1.09 0.34
O -0.72 -0.44 -0.81
C -0.01 0.73 -1.15
O -0.07 1.70 -0.15
H 1.26 0.06 1.10
H 0.72 -1.42 2.08
H -1.04 -1.94 0.49
H 1.05 0.52 -1.32
H -0.49 1.06 -2.08
H -0.93 1.61 0.29

***

(7)
# C3H6O2

The molecule C3H6O2 (ωB97M-V with the def2-TZVPD basis set, OMol25).

## Properties
LUMO = 0.878 eV
HOMO = -8.69 eV
HOMO-LUMO gap = 0.3517 Ha

Geometry (Å):
O -2.30 1.06 0.39
C -1.21 0.25 0.32
C 0.02 0.61 -0.05
C 1.16 -0.37 -0.15
O 0.64 -1.68 -0.29
H -2.05 1.94 0.07
H -1.46 -0.77 0.60
H 0.23 1.64 -0.32
H 1.78 -0.10 -1.02
H 1.80 -0.30 0.74
H 1.38 -2.29 -0.28

***

(8)
# C3H6O2

The molecule C3H6O2 (ωB97M-V with the def2-TZVPD basis set, OMol25).

## Properties
LUMO = 0.749 eV
HOMO = -9.67 eV
HOMO-LUMO gap = 0.3829 Ha

Geometry (Å):
O 2.66 0.15 -0.29
C 1.56 0.57 -0.03
C 0.44 -0.51 0.10
C -1.04 -0.20 0.25
O -1.44 0.51 -0.90
H 1.63 1.67 0.04
H 0.58 -1.11 -0.81
H 0.77 -1.16 0.92
H -1.60 -1.15 0.35
H -1.22 0.37 1.17
H -2.32 0.87 -0.75

***

(9)
# C3H6O2P

The ion C3H6O2P with charge -1 (ωB97M-V with the def2-TZVPD basis set, OMol25).

## Properties
LUMO = 4.223 eV
HOMO = -2.19 eV
HOMO-LUMO gap = 0.2357 Ha
charge = -1

Geometry (Å):
C 0.68 0.47 0.51
C -0.30 1.14 -0.44
P -1.76 0.15 -0.84
C -3.66 -0.43 0.17
O -3.67 0.55 0.88
O -4.36 -1.33 -0.11
H 0.92 -0.66 0.18
H 1.67 0.96 0.71
H 0.14 0.35 1.56
H -0.53 2.09 -0.10
H -1.31 -0.80 -1.80
H -2.36 1.01 -1.84

***

(10)
# C3H6O2P2

A cluster of 2 separate species, C3H6O2P2 in total (ωB97M-V with the def2-TZVPD basis set, OMol25).

## Properties
LUMO (spin up / spin down) = -0.861 / -0.445 eV
HOMO (spin up / spin down) = -6.10 / -7.75 eV
HOMO-LUMO gap (spin up / spin down) = 0.1924 / 0.2683 Ha

Geometry (Å):
C -1.35 0.72 -0.12
C -0.98 -0.58 -0.89
C -0.15 -0.71 1.27
O -0.95 0.38 1.23
O -0.16 -1.32 0.06
P 2.29 0.09 -0.57
P 2.53 1.34 0.97
H -0.67 1.58 -0.40
H -2.37 1.15 -0.14
H -1.83 -1.20 -1.03
H -0.42 -0.35 -1.80
H 0.49 -1.03 2.14
H 3.58 -0.09 -0.72

***

(11)
# C3H6O2S

A cluster of 2 separate species, C3H6O2S in total (ωB97M-V with the def2-TZVPD basis set, OMol25).

## Properties
LUMO = 0.357 eV
HOMO = -9.93 eV
HOMO-LUMO gap = 0.3781 Ha

Geometry (Å):
O 1.39 1.85 -2.06
C 1.47 0.82 -1.41
C 0.37 0.34 -0.62
C 0.65 -0.01 0.80
S 0.28 -1.44 -0.31
H 2.21 0.06 -1.53
H -0.62 0.94 -0.77
H 1.68 -0.14 1.21
H -0.10 0.33 1.48
O -2.89 -0.73 1.00
H -2.08 -1.20 0.71
H -3.36 -0.44 0.20

***

(12)
# C3H6O2S

The molecule C3H6O2S (ωB97M-V with the def2-TZVPD basis set, OMol25).

## Properties
LUMO = 0.758 eV
HOMO = -9.29 eV
HOMO-LUMO gap = 0.3691 Ha

Geometry (Å):
C -0.17 -0.48 -2.05
O -0.06 -0.18 -0.64
C 0.65 -0.95 0.16
O 1.24 -1.98 -0.02
S 0.82 -0.26 1.79
C -0.30 1.19 1.93
H 0.78 -0.43 -2.54
H -0.94 0.20 -2.45
H -0.50 -1.55 -2.11
H -0.06 1.96 1.18
H -1.36 0.89 1.86
H -0.11 1.58 2.89

***

(13)
# C3H6O2S

The molecule C3H6O2S (ωB97M-V with the def2-TZVPD basis set, OMol25).

## Properties
LUMO = 0.753 eV
HOMO = -9.34 eV
HOMO-LUMO gap = 0.3709 Ha

Geometry (Å):
C 0.91 1.46 1.61
C -0.10 0.84 0.80
O -1.27 0.95 0.84
S 0.70 -0.43 -0.44
C -0.45 -1.13 -1.76
O -0.78 -2.49 -1.45
H 1.77 0.87 1.78
H 1.28 2.19 0.92
H 0.64 1.93 2.60
H -1.33 -0.52 -1.53
H -0.07 -1.18 -2.74
H -1.31 -2.48 -0.63

***

(14)
# C3H6O2S2

The molecule C3H6O2S2 (ωB97M-V with the def2-TZVPD basis set, OMol25).

## Properties
LUMO = 0.163 eV
HOMO = -8.76 eV
HOMO-LUMO gap = 0.3279 Ha

Geometry (Å):
C -0.02 -2.05 -0.41
O 0.58 -0.93 0.33
C 1.43 -0.13 -0.32
S 0.52 1.36 -1.10
C -0.11 2.18 0.38
O 2.52 -0.59 -1.04
S 3.09 0.09 0.43
H 0.19 -2.98 0.02
H 0.24 -2.08 -1.44
H -1.14 -1.80 -0.35
H -0.98 2.74 0.15
H 0.73 2.65 0.96
H -0.64 1.58 1.14

***

(15)
# C3H6O2S2

The molecule C3H6O2S2 (ωB97M-V with the def2-TZVPD basis set, OMol25).

## Properties
LUMO = -0.243 eV
HOMO = -8.68 eV
HOMO-LUMO gap = 0.3101 Ha

Geometry (Å):
C 0.98 -0.02 -0.43
C 0.17 1.27 -0.27
C 0.33 -1.29 0.02
O -1.60 0.48 1.46
O -0.11 -1.52 1.21
S -1.89 -0.63 -1.20
S -1.65 0.97 0.05
H 1.25 -0.16 -1.48
H 1.90 0.08 0.15
H 0.48 1.86 0.60
H 0.23 1.89 -1.16
H 0.56 -2.19 -0.54
H -0.65 -0.71 1.58

***

(16)
# C3H6O3

The molecule C3H6O3 (ωB97M-V with the def2-TZVPD basis set, OMol25).

## Properties
LUMO = 0.513 eV
HOMO = -9.38 eV
HOMO-LUMO gap = 0.3635 Ha

Geometry (Å):
O -0.56 0.96 1.03
C 0.31 0.96 -0.06
C -0.22 0.08 -1.14
O -1.58 -0.12 -1.20
C 0.77 -0.49 -0.04
O 0.56 -1.06 1.37
H -0.12 0.08 1.61
H 0.89 1.88 -0.26
H 0.22 0.09 -2.15
H -1.88 0.28 -0.36
H 1.74 -0.89 -0.30
H -0.12 -1.75 1.52

***

(17)
# C3H6O3

A structure of composition C3H6O3 (ωB97M-V with the def2-TZVPD basis set, OMol25).

## Properties
LUMO = 0.409 eV
HOMO = -9.23 eV
HOMO-LUMO gap = 0.3542 Ha

Geometry (Å):
O -1.58 -0.10 -1.25
C -0.23 0.08 -1.15
C 0.28 0.96 -0.05
O -0.61 0.94 1.01
C 0.77 -0.49 -0.05
O 0.57 -1.02 1.39
H -1.89 0.29 -0.40
H 0.23 0.09 -2.15
H 0.87 1.88 -0.24
H -0.06 -0.01 1.64
H 1.73 -0.90 -0.29
H -0.08 -1.73 1.55

***

(18)
# C3H6O3

A structure of composition C3H6O3 (ωB97M-V with the def2-TZVPD basis set, OMol25).

## Properties
LUMO = 0.279 eV
HOMO = -10.05 eV
HOMO-LUMO gap = 0.3797 Ha

Geometry (Å):
C 0.80 -0.40 -0.44
C -0.27 0.50 0.29
C -1.42 -0.58 0.37
H 2.32 0.68 0.77
H 0.86 -0.44 -1.49
H 0.94 -1.39 0.07
H 0.46 0.57 1.29
H -1.67 1.19 -0.95
H -1.12 -1.51 0.81
O 2.27 0.05 -0.19
O -0.84 1.68 -0.13
O -2.34 -0.36 -0.39

***

(19)
# C3H6O3

The molecule C3H6O3 (ωB97M-V with the def2-TZVPD basis set, OMol25).

## Properties
LUMO = 0.671 eV
HOMO = -10.59 eV
HOMO-LUMO gap = 0.4140 Ha

Geometry (Å):
O -1.31 -1.29 1.37
C -0.18 -0.99 1.03
C 0.05 0.36 0.45
O -1.15 1.02 0.28
C 0.85 0.34 -0.85
O 0.08 -0.25 -1.87
H 0.67 -1.67 1.18
H 0.69 0.80 1.27
H -1.81 0.35 0.80
H 1.13 1.37 -1.09
H 1.76 -0.25 -0.73
H -0.77 0.20 -1.83

***

(20)
# C3H6O3

A cluster of 2 separate species, C3H6O3 in total (ωB97M-V with the def2-TZVPD basis set, OMol25).

## Properties
LUMO = 0.464 eV
HOMO = -9.06 eV
HOMO-LUMO gap = 0.3498 Ha

Geometry (Å):
O -0.04 -2.13 -0.59
C 0.45 -1.32 0.13
O 1.67 -0.81 -0.03
O -0.04 -1.04 1.42
H 2.20 -0.80 0.78
H -0.80 -1.61 1.60
C -1.05 0.82 -0.57
C -0.13 1.76 -0.59
H -1.37 0.28 -1.44
H -1.52 0.52 0.41
H 0.82 1.65 -1.10
H -0.19 2.67 -0.02